[1]
Molecular formula: C52H120F12N6O20
Method: DFT, ωB97M-V/def2-TZVPD

The geometry in XYZ format:
```
210
Properties=species:S:1:pos:R:3:forces:R:3
C -0.26853 -1.29939 1.31609 -0.2739 1.0168 1.9296
O 0.19754 -0.09101 0.65335 0.7970 -0.2228 -0.4027
O -0.89959 -0.89588 2.40768 -1.0783 0.1114 -0.1621
C -1.18358 -2.07388 0.36196 1.9186 -0.5966 -0.6156
F -2.02523 -1.24758 -0.28420 -0.4107 -0.3012 0.2461
F -0.44285 -2.68930 -0.62880 0.0859 0.8728 -0.5094
F -1.77442 -3.09580 0.93599 -1.1753 0.3810 0.4412
C 1.23689 -0.20945 -0.27847 0.2468 -0.3159 -0.8364
C 1.96005 1.12202 -0.44296 -0.4333 0.2654 -0.0547
H 2.18750 1.20369 -1.50707 0.1978 0.4444 0.0806
H 1.28603 1.92520 -0.13102 -0.1162 0.0301 -0.3769
H 2.86767 1.28976 0.13794 0.0651 -0.5301 0.0776
H 0.81107 -0.51429 -1.24842 -0.0402 0.2496 -0.0994
H 1.98616 -1.00374 -0.13085 -0.2791 -0.0831 0.8319
H 0.60995 -1.91259 1.59506 0.1134 -0.2891 -0.6628
C -3.16051 -3.60112 7.47693 2.8947 -1.5664 0.8723
O -2.76301 -3.40446 6.08885 -1.0080 0.7665 -1.1668
O -2.93683 -2.51775 8.18321 -1.3311 1.3755 -0.7842
C -4.44522 -4.44591 7.54923 0.0291 -0.2664 1.0816
F -4.49190 -5.05332 8.76322 -0.2881 0.9020 0.5046
F -5.57915 -3.76748 7.37182 -0.2880 -0.1500 -0.2861
F -4.40533 -5.53360 6.75259 -0.1897 0.6004 -1.1630
C -1.96197 -4.39268 5.47159 1.0910 0.3060 0.3842
C -1.56155 -4.09581 4.04212 -0.5803 0.4334 -1.4950
H -0.77458 -4.74936 3.65697 -0.0769 -0.4108 0.5036
H -2.41068 -4.28118 3.37306 -0.0308 -0.0146 0.0722
H -1.20566 -3.10685 3.72193 -0.1441 0.2210 0.8099
H -2.47120 -5.35451 5.43311 0.2723 -0.1382 0.4705
H -1.02917 -4.38479 6.05892 -0.1379 -0.8255 0.1028
H -2.47601 -4.37486 7.90686 0.1459 -0.3628 -0.6499
C -0.55087 -8.91202 1.63494 -1.2442 -0.0722 0.5258
O -0.34778 -7.83166 0.63503 0.6806 0.5411 -0.8131
O -1.40238 -9.76306 1.23374 0.3201 -0.5753 -0.2841
C 0.88651 -9.42561 1.91317 0.2367 -0.7892 0.3727
F 1.60380 -8.59965 2.73961 0.0345 0.4231 -0.2709
F 0.88307 -10.60396 2.56287 -0.1877 -0.0147 -0.0370
F 1.64740 -9.62061 0.81705 0.0873 0.1812 -0.1851
C -0.28479 -6.53238 1.09580 -0.2934 0.0469 0.3748
C -0.00005 -5.60048 -0.05696 0.8458 0.5134 -0.0171
H 0.12080 -4.56950 0.28340 -0.2871 -0.1828 0.2187
H 1.00036 -5.83298 -0.44984 -0.1842 -0.3860 -0.2588
H -0.74250 -5.61718 -0.85520 -0.0311 -0.1895 -0.0069
H 0.51175 -6.36860 1.84122 -0.0332 -0.1142 0.0930
H -1.23761 -6.25584 1.57658 0.0276 0.1149 0.0628
H -0.86340 -8.39047 2.57907 0.3520 0.3456 0.1610
C -3.67072 5.84404 0.14881 1.3052 1.0096 -0.2518
O -2.61706 5.27067 -0.73582 -0.1477 -1.4578 -0.7160
O -3.69024 7.10332 0.01509 -0.7518 0.5702 0.5380
C -4.93153 5.09066 -0.30550 -0.1953 0.3676 0.7247
F -4.73314 3.74790 -0.47524 -0.0515 -0.1560 -0.3977
F -5.88928 5.16479 0.64020 -0.0346 0.0781 -0.0210
F -5.45059 5.60192 -1.42601 0.0030 -0.5003 -0.2953
C -1.33340 5.66820 -0.43259 0.1065 -0.4660 0.5206
C -0.42831 4.67598 -1.15249 0.5413 1.2931 -0.7205
H -0.23374 3.79778 -0.54091 0.1051 -0.1648 -0.2375
H -0.87245 4.43409 -2.12166 -0.2610 -0.3236 0.1898
H 0.48022 5.21738 -1.45053 0.4052 -0.4307 0.4357
H -1.12001 5.57129 0.64769 -0.1947 0.0557 0.1563
H -1.11097 6.71600 -0.64617 -0.1745 0.0498 -0.4167
H -3.35568 5.43451 1.14485 -0.3665 -0.2405 0.3387
C -1.68774 1.77784 -9.69832 -0.6888 0.7175 0.5011
O -0.31297 1.76370 -9.32364 0.0243 -0.0729 0.6941
C 0.37134 2.82477 -9.98851 0.1348 -0.6095 0.1542
C 1.78119 2.95550 -9.42828 0.3886 -0.2708 -0.3862
N 1.77410 2.83418 -7.92327 1.4018 0.2967 -0.7587
H 0.94739 3.32025 -7.58050 -0.1780 -0.4984 0.3061
H 1.82831 1.84615 -7.67468 -0.7860 0.0412 0.3418
C 3.01514 3.47199 -7.32939 -0.3182 -0.6182 0.5488
C 3.03455 3.33714 -5.81738 0.1778 0.5163 -0.0882
O 2.81964 2.00267 -5.42791 0.2511 -0.0135 -0.0899
C 2.88144 1.91938 -4.00927 -0.3810 -1.3296 0.6850
H -2.25973 0.87948 -9.46919 0.8700 -0.6080 -0.2418
H -1.78598 2.03789 -10.75117 -0.2017 -0.1249 -0.0181
H -2.22365 2.51453 -9.07942 0.1971 0.4458 -0.3680
H -0.14158 3.78136 -9.84982 -0.2735 -0.0872 -0.3529
H 0.42554 2.45926 -11.01488 0.1323 0.9860 -0.3509
H 2.30123 3.88622 -9.65310 -0.6521 0.3356 -0.1325
H 2.45008 2.23067 -9.89470 -0.1018 -0.4893 0.6351
H 2.99556 4.51877 -7.61817 0.3097 -0.0019 -0.0810
H 3.86550 2.91627 -7.71959 -0.0155 0.2331 -0.3869
H 2.30483 4.02343 -5.36505 -0.1173 -0.1704 0.0762
H 4.02372 3.67781 -5.49011 -0.0276 0.0742 0.0038
H 2.15557 2.62690 -3.61061 0.3736 0.1567 0.5054
H 3.87479 1.90593 -3.54592 0.2622 1.2633 -0.5495
H 2.62204 0.91823 -3.64462 -0.7954 -0.0365 -0.7715
C -1.18282 1.28885 -2.39217 0.0802 -0.0591 0.1921
O -1.65602 0.86807 -3.66979 -0.2178 -0.5159 -0.4572
C -1.02953 1.49999 -4.72820 1.0387 0.9886 0.3596
C -1.69039 1.13861 -6.01485 -0.7583 -0.4368 -1.0519
N -3.14678 1.53999 -5.93821 0.4297 1.0052 0.1406
H -3.69396 1.33397 -6.77203 0.0662 -1.0986 0.2445
H -3.47852 1.08419 -5.07335 -0.7562 -0.0085 -0.2694
C -3.44915 3.00971 -5.77727 -0.1960 0.2242 0.4388
C -4.88932 3.16972 -5.31495 -0.5267 0.2533 -0.4610
O -5.16026 2.13674 -4.41643 -0.3780 -0.1090 -0.0781
C -5.87228 2.57631 -3.24269 0.6450 1.2783 0.1214
H -0.08991 1.37798 -2.37019 -0.0345 0.1095 -0.2505
H -1.42708 0.49518 -1.69114 -0.2981 0.2188 0.1129
H -1.63853 2.24916 -2.14651 0.0216 -0.0603 0.2774
H 0.05380 1.29726 -4.75714 -0.0955 -0.4294 -0.1982
H -1.04688 2.59750 -4.61026 -0.1546 -0.0368 0.0916
H -1.70765 0.06738 -6.22433 0.0625 -0.0797 0.3941
H -1.23191 1.56920 -6.90613 0.0214 0.4041 0.1933
H -3.36363 3.49663 -6.74786 0.5565 0.0495 0.0856
H -2.79635 3.40618 -5.00592 0.1414 0.1195 -0.2273
H -5.58263 3.18974 -6.17026 0.0371 -0.5870 -0.0324
H -5.04108 4.18128 -4.92216 0.3915 -0.1290 0.4705
H -6.70398 3.24766 -3.47252 -0.3412 -0.5833 -0.3486
H -5.19073 3.24981 -2.71662 -0.0132 -0.4457 0.4966
H -6.16591 1.71590 -2.65741 0.0042 -0.0328 -0.0010
C 7.23861 2.50623 -0.94766 -0.5114 -0.0882 0.1469
O 6.50090 1.96219 0.14647 -0.0118 -0.0275 0.1765
C 7.19532 2.07177 1.36386 0.6255 0.7365 -0.1660
C 6.21950 2.00983 2.52447 2.2122 -0.1228 -0.7055
N 5.39530 3.23313 2.54111 -2.0765 0.4531 -0.8648
H 5.88451 4.12980 2.52974 0.6670 -0.3818 0.4308
H 4.90701 3.26836 1.63635 0.1149 -0.2244 -0.0442
C 4.27958 3.25079 3.59008 1.2205 -1.0574 0.5152
C 2.99332 2.62504 3.07273 0.4317 1.0312 -0.0085
O 3.23424 1.27341 2.82725 -0.1610 -0.1954 -0.1940
C 2.19461 0.40238 3.22985 -1.0703 -1.2638 1.5310
H 7.28271 3.59594 -0.86152 0.1323 -0.0022 -0.0318
H 6.65638 2.23919 -1.82620 0.2452 0.0340 -0.1535
H 8.24749 2.09438 -0.99688 -0.0201 -0.0494 -0.0784
H 7.76690 3.01451 1.36347 -0.2306 0.1813 0.1953
H 7.99247 1.33151 1.49306 -0.3313 -0.4116 -0.0910
H 6.86226 1.97975 3.40299 -0.5109 -0.0650 0.3754
H 5.65501 1.09505 2.37946 -0.6913 0.3242 0.4930
H 4.24415 4.21342 4.09353 -0.3668 0.2985 -0.5963
H 4.70158 2.58131 4.34351 -0.3861 -0.0393 0.1794
H 2.65382 3.08779 2.13436 -0.0472 0.2646 0.1422
H 2.27920 2.90402 3.85406 -0.3572 -0.6938 -0.0743
H 2.22635 -0.59562 2.79291 0.6696 0.2874 -0.6057
H 1.15231 0.69651 3.07974 0.2529 0.6398 -0.5228
H 2.26608 0.19171 4.30577 0.1471 0.2970 0.0683
C -4.76706 -0.95743 -1.37592 -1.2957 -0.2518 0.5134
O -4.77677 -0.12028 -0.23288 1.1341 0.1915 -0.0262
C -4.72296 -0.88084 0.97494 -0.7980 0.4193 -1.3388
C -4.65539 0.06546 2.13401 0.3527 -0.8711 1.2131
N -3.31842 0.71422 2.29439 0.8173 -0.6004 0.0991
H -3.07270 0.87525 3.27653 -0.8109 0.7843 0.0576
H -2.50473 0.04519 2.17717 0.2152 -0.5625 -0.8316
C -3.08387 1.93879 1.50799 0.1280 1.3005 -0.0088
C -1.77774 2.54731 1.92658 1.1292 0.5886 -0.7140
O -1.88573 2.93942 3.27642 -0.4729 -0.7288 0.5259
C -0.68028 3.24895 3.90840 0.5848 0.6210 -0.3413
H -4.00329 -1.73309 -1.33437 0.2610 0.2425 -0.1778
H -4.73093 -0.32653 -2.25968 0.3537 0.0066 -0.0399
H -5.73503 -1.47835 -1.39206 0.0518 -0.1186 -0.2391
H -3.89291 -1.58880 0.96443 0.0343 0.0582 0.1444
H -5.65949 -1.44890 0.96026 0.0483 -0.1673 0.7418
H -4.75044 -0.55576 3.02897 -0.2322 0.0426 0.0056
H -5.44275 0.81286 2.16566 0.0946 0.1483 -0.2715
H -3.85550 2.68103 1.71752 -0.2649 -0.2956 0.0594
H -3.09668 1.76502 0.43602 -0.0861 -0.4427 0.0732
H -1.51136 3.43732 1.33917 -0.6457 0.0345 -0.2040
H -0.94923 1.86326 1.68188 -0.0625 -0.3326 0.7771
H -0.18266 4.09492 3.40642 0.0034 -0.1212 -0.1554
H 0.00411 2.39532 3.90470 -0.0300 -0.0943 0.1472
H -0.86006 3.60629 4.92073 -0.2746 -0.3214 0.0665
C 2.03976 -0.95468 7.50426 -0.7721 0.2256 -0.7901
O 0.92827 -0.42043 6.78145 0.1767 0.4914 -0.2613
C 0.16692 -1.38631 6.09230 -0.2882 -0.5260 0.3751
C -1.09280 -0.75005 5.59256 -1.0369 2.0563 0.8528
N -2.08814 -0.35088 6.69646 0.6577 -0.5423 -0.3991
H -2.76202 0.26234 6.24550 -0.1175 0.0430 0.2424
H -2.56859 -1.24055 6.92421 -0.6577 -1.0628 1.0601
C -1.65745 0.20609 8.00980 0.3695 0.0372 -0.6672
C -1.25260 1.64247 7.83977 0.1420 1.5118 -0.9824
O -0.90852 2.26081 9.06413 -0.5157 -0.1380 -0.8631
C -1.06572 3.65318 8.92402 0.6168 0.8737 0.9593
H 1.66356 -1.67448 8.23270 0.3330 -0.0026 0.2017
H 2.50396 -0.07982 7.94849 0.1637 -0.2223 0.3206
H 2.72475 -1.43296 6.79688 0.1297 -0.1383 0.1944
H -0.09887 -2.19446 6.78715 0.0866 -0.2225 -0.2419
H 0.71558 -1.76979 5.22373 -0.0458 -0.2260 0.0689
H -1.76256 -1.33129 4.96707 0.7537 -0.3917 -0.4219
H -0.87221 0.23392 5.16732 0.3439 -0.3537 -0.6050
H -0.80541 -0.38548 8.32483 -0.2732 -0.1369 0.3693
H -2.52797 0.07213 8.64743 0.2372 0.0184 0.3151
H -2.01266 2.22562 7.27875 -0.7853 -0.2438 0.8110
H -0.45212 1.87161 7.11175 0.5390 -1.0445 0.3041
H -2.10962 3.97268 8.95891 -0.0793 -0.1778 -0.0882
H -0.58346 4.11174 8.04900 -0.0759 -0.5470 -0.3270
H -0.53216 4.11511 9.75715 -0.2578 -0.0882 0.1701
C 0.31319 -2.36552 -3.87336 -0.0845 -0.8599 -0.4566
O 0.88669 -3.67445 -3.85733 0.4031 0.8282 -0.0238
C 1.69967 -3.88743 -2.71357 -0.1875 -1.2125 -0.7671
C 2.37622 -5.23609 -2.98125 -0.5220 1.3196 0.2538
N 3.31226 -5.07987 -4.15163 1.2671 -1.5302 -0.9698
H 3.79442 -5.97385 -4.32382 0.1389 -0.0481 0.9052
H 2.82144 -5.10224 -5.05162 -0.6919 1.0029 0.3878
C 4.39351 -4.03102 -4.18273 -0.8873 0.4947 -1.2356
C 5.40936 -4.12094 -3.07176 -0.0322 0.4365 -0.2262
O 4.72166 -3.91526 -1.87227 0.3972 0.1866 0.0460
C 5.44715 -4.23829 -0.67417 -1.5002 -0.3359 0.0654
H -0.04438 -2.24129 -4.89671 -0.0549 0.2282 0.0700
H 1.07950 -1.61582 -3.64710 -0.1553 0.1139 0.1211
H -0.53608 -2.32958 -3.19011 0.1312 0.2857 0.1568
H 1.08752 -3.93536 -1.81250 0.2106 -0.0573 0.1079
H 2.50153 -3.15201 -2.61898 -0.2574 0.3599 0.1559
H 1.66178 -5.97552 -3.32970 -0.0887 -0.2251 0.5579
H 2.93856 -5.46244 -2.08463 0.1169 -0.6703 -0.2107
H 3.87801 -3.07398 -4.27549 -0.0031 0.0925 0.8306
H 4.79597 -4.08168 -5.19836 0.5965 -0.5029 0.2743
H 6.12518 -3.30887 -3.24984 0.1441 -0.0528 -0.0230
H 5.98196 -5.05429 -3.10742 -0.1812 -0.1836 0.1112
H 6.41687 -3.75538 -0.57902 0.0791 -0.0749 -0.2226
H 5.45108 -5.32685 -0.58114 0.6530 0.0211 0.0296
H 4.75724 -3.89744 0.09804 0.3827 0.1319 0.2251
```
Positions in Å, forces in eV/Å.

Output
LUMO level, eV: -5.64
Energy relative to the best compared isomer or geometry (same formula, charge and spin), kcal/mol: 0.0
Total charge: +2

***

[2]
Molecular formula: C2H6N4
Method: DFT, ωB97M-V/def2-TZVPD

The geometry in XYZ format:
```
12
Properties=species:S:1:pos:R:3:forces:R:3
N 0.07778 0.59780 -1.22246 1.2142 -0.5394 1.1729
N -0.71068 -2.02938 0.93485 -0.0702 -1.2892 0.6193
C -0.33281 -0.58923 -0.80776 -0.8048 -0.2300 1.4050
C 0.97735 2.13678 0.68182 0.1867 -0.2099 -0.4857
N -0.65809 -0.76783 0.45603 0.4506 0.9369 -1.6671
N -0.15123 1.66154 0.42289 -0.0955 0.6120 -1.3795
H 0.14677 0.68117 -2.23745 -0.5794 0.8384 0.2968
H -0.18612 -2.75818 0.45985 -0.3016 0.1334 -0.1894
H -1.63605 -2.30038 1.24012 0.1838 -0.0439 0.0106
H -0.46825 -1.40669 -1.53049 0.2419 0.1301 0.1100
H 1.02934 2.99251 1.37133 -0.1767 -0.4980 0.1373
H 1.91199 1.78188 0.23126 -0.2489 0.1597 -0.0303
```
Positions in Å, forces in eV/Å.

Output
LUMO level (spin up / spin down), eV: 0.08 / -0.62
Energy relative to the best compared isomer or geometry (same formula, charge and spin), kcal/mol: 140.4

***

- The lowest energy relative to the best compared isomer or geometry (same formula, charge and spin) belongs to which entry?
  C52H120F12N6O20